Computed, not measured: C7H7O6PdS as an isolated structure at a distorted geometry, with ωB97M-V/def2-TZVPD.

```
! RIJCOSX wB97M-V def2-TZVPD def2/J DEFGRID3
* xyz 3 5
O 1.337 0.970 -5.677
C 0.822 0.648 -4.697
Pd -0.755 -1.325 -0.911
O -1.514 1.110 -2.692
C -0.966 0.524 -1.861
C -2.165 -1.018 0.450
O -2.842 -0.805 1.368
C 0.835 -2.158 -0.064
O 1.474 -2.797 0.676
C -1.376 -2.794 -2.088
O -1.580 -3.696 -2.761
H 0.709 -1.137 -1.559
C 0.258 -0.017 2.473
S 1.072 0.968 0.851
C 1.057 2.477 1.935
O -0.052 1.440 -0.276
H -0.571 0.527 2.935
H 1.107 -0.056 3.177
H -0.045 -1.040 2.285
H 1.914 2.262 2.619
H 1.223 3.410 1.353
H 0.057 2.508 2.467
*
```

HOMO energy (spin up / spin down) = -19.67 / -21.71 eV
orbital gap (spin up / spin down) = 0.249 / 0.144 Eh

Computed, not measured: H35O17 as an isolated structure at a distorted geometry, with ωB97M-V/def2-TZVPD.

```
! RIJCOSX wB97M-V def2-TZVPD def2/J DEFGRID3
* xyz 1 1
O -0.729 2.171 -1.610
H -1.462 1.838 0.085
H -0.387 3.015 -1.902
O -0.823 -1.979 -0.609
H -4.313 -1.094 0.059
H -0.297 1.558 -2.214
O 1.756 2.708 3.244
H 1.553 3.020 2.361
H 2.323 3.318 3.719
O 1.998 -1.310 3.286
H 2.812 -1.788 3.112
H 1.893 -2.735 -1.163
O -0.238 4.316 0.967
H 1.910 -0.361 -1.055
O -1.800 -3.910 -2.308
H -1.706 -4.571 -3.015
H -2.691 -3.628 -2.545
O -0.878 -0.420 -3.076
H -1.799 -0.661 -3.148
H -0.336 -1.161 -2.798
O 1.252 0.209 -0.605
H 0.405 4.441 0.259
H 0.458 -0.327 -0.784
O -0.786 -2.540 2.472
H 4.061 2.499 -0.102
H -0.201 -1.787 2.598
O 0.797 -4.121 -0.832
H 1.603 -4.483 -1.215
H 0.051 -4.383 -1.385
O -0.018 0.570 1.721
H 0.572 0.227 0.991
H 0.826 0.897 2.100
O -3.553 -1.082 0.654
H 4.074 3.999 0.291
H -3.552 -2.005 0.922
O 0.339 1.737 -4.271
H 1.206 2.089 -4.489
H 0.429 0.914 -3.776
O -2.092 2.384 0.604
H -1.424 2.987 1.019
H -0.092 -2.586 -0.419
O 2.570 -2.036 -1.167
H 3.234 -2.245 -1.831
H -1.191 -1.812 0.268
O 3.751 3.371 -0.358
H 2.362 -0.548 3.756
H -2.334 1.648 1.568
O -2.579 0.764 2.369
H -3.070 0.199 1.725
H -1.682 0.396 2.507
H -0.841 5.033 0.811
H -1.363 -2.735 3.210
*
```

HOMO energy = -13.36 eV
orbital gap = 0.401 Eh

Computed, not measured: a 5-piece molecular cluster, C14H19Cl17NO3 overall, with ωB97M-V/def2-TZVPD.

```
! RIJCOSX wB97M-V def2-TZVPD def2/J DEFGRID3
* xyz -1 1
C -2.079 4.020 -1.821
C -0.706 3.330 -1.846
C -0.750 1.794 -1.766
C -0.183 1.122 -0.475
N 0.216 1.960 0.632
C -0.786 2.622 1.464
C -0.458 2.459 2.956
C -2.193 2.071 1.210
C -2.461 0.669 1.783
C 1.603 2.392 0.572
O 2.042 2.470 -0.768
Cl 1.761 4.094 1.189
C 2.617 1.429 1.337
O 3.722 1.911 1.600
O 2.158 0.273 1.517
H -2.054 4.961 -2.373
H -2.386 4.266 -0.801
H -2.861 3.386 -2.247
H -0.093 3.732 -1.041
H -0.196 3.617 -2.768
H -1.792 1.476 -1.896
H -0.209 1.375 -2.618
H 0.693 0.539 -0.743
H -0.899 0.378 -0.126
H -0.825 3.699 1.256
H -1.336 2.660 3.578
H -0.094 1.448 3.142
H 0.328 3.147 3.261
H -2.438 2.101 0.151
H -2.869 2.783 1.694
H -2.979 0.721 2.742
H -1.538 0.106 1.917
H -3.098 0.090 1.110
H 2.660 1.743 -0.909
C 3.883 -1.601 -1.274
Cl 2.163 -1.917 -1.046
Cl 4.657 -3.073 -1.930
Cl 4.071 -0.296 -2.467
Cl 4.601 -1.135 0.235
C 4.748 -4.639 3.079
Cl 5.091 -6.329 3.508
Cl 4.534 -4.502 1.340
Cl 3.282 -4.113 3.902
Cl 6.105 -3.628 3.587
C -1.165 -2.777 -3.356
Cl 0.478 -3.028 -3.938
Cl -1.167 -2.676 -1.595
Cl -1.809 -1.277 -4.027
Cl -2.189 -4.135 -3.859
C -3.956 -5.941 -0.614
Cl -2.224 -5.966 -0.296
Cl -4.285 -6.710 -2.174
Cl -4.804 -6.831 0.658
Cl -4.530 -4.274 -0.649
*
```

HOMO energy = -4.47 eV
orbital gap = 0.223 Eh

Computed, not measured: C15H31IP2Zr as an isolated structure at a distorted geometry, with ωB97M-V/def2-TZVPD.

```
! RIJCOSX wB97M-V def2-TZVPD def2/J DEFGRID3
* xyz 2 1
P 0.739 2.063 -0.273
P -2.131 -0.683 -0.805
C -0.740 1.863 -1.350
C -2.023 1.147 -0.839
H -0.417 1.463 -2.327
H -1.034 2.909 -1.555
H -2.351 1.548 0.137
H -2.829 1.428 -1.540
C -2.061 -1.209 -2.530
H -1.899 -2.293 -2.602
H -1.277 -0.693 -3.104
H -3.032 -0.974 -2.988
C -3.845 -0.966 -0.292
H -4.519 -0.712 -1.121
H -4.090 -0.343 0.579
H -3.991 -2.023 -0.029
C 1.810 3.055 -1.348
H 2.820 3.119 -0.922
H 1.394 4.067 -1.435
H 1.870 2.599 -2.348
C 0.226 3.212 1.027
H -0.745 2.947 1.471
H 0.136 4.208 0.573
H 0.979 3.259 1.824
Zr 1.431 -2.246 1.520
C -1.234 -1.802 0.185
C 0.102 -2.122 -0.537
C 0.840 -0.957 -1.167
C 2.126 -0.372 -0.521
C 1.874 0.904 0.399
C 1.218 0.400 1.695
C -0.274 0.179 1.710
C -0.909 -1.245 1.655
C 3.559 -2.274 2.081
H -1.851 -2.715 0.288
H 0.138 -3.072 -1.082
H 0.125 -0.120 -1.274
H 1.044 -1.195 -2.234
H 2.747 -1.152 0.021
H 2.789 -0.062 -1.351
H 2.830 1.425 0.585
H 1.650 0.745 2.641
H -0.739 0.734 0.872
H -0.707 0.719 2.582
H -0.361 -2.035 2.352
H -1.866 -1.205 2.208
H 3.620 -2.687 3.100
H 4.077 -1.304 2.079
H 4.125 -2.960 1.426
I 0.658 -4.572 2.565
*
```

HOMO energy = -13.82 eV
orbital gap = 0.268 Eh

Computed, not measured: a single C13H17NO2S2 molecule at a distorted geometry, with ωB97M-V/def2-TZVPD.

```
! RIJCOSX wB97M-V def2-TZVPD def2/J DEFGRID3
* xyz 0 1
C 1.329 0.283 2.257
O -0.070 0.612 2.151
C -0.874 -0.331 1.520
C -2.336 -0.016 1.814
C -3.337 -1.006 1.850
C -4.663 -0.667 2.123
C -5.006 0.665 2.376
C -4.009 1.642 2.451
C -2.674 1.292 2.176
H 1.841 1.192 2.608
H 1.494 -0.532 2.986
H 1.751 -0.040 1.284
H -0.620 -1.364 1.809
H -3.030 -2.043 1.711
H -5.436 -1.430 2.169
H -6.042 0.953 2.550
H -4.237 2.677 2.753
H -1.878 2.024 2.321
C 2.343 1.290 -3.181
C 1.600 0.809 -1.945
N 1.607 -0.649 -1.866
C 0.716 -1.233 -0.974
S -0.611 -0.227 -0.448
S 0.775 -2.854 -0.627
C 2.924 -1.305 -2.093
C 3.637 -0.713 -3.299
O 3.655 0.720 -3.266
H 1.757 1.064 -4.086
H 2.526 2.364 -3.103
H 2.084 1.254 -1.051
H 0.552 1.142 -1.997
H 3.587 -1.161 -1.220
H 2.753 -2.382 -2.226
H 4.701 -0.960 -3.287
H 3.192 -1.068 -4.240
*
```

HOMO energy = -8.16 eV
SMILES string = CO[C@H](SC(=S)N1CCOCC1)c1ccccc1
orbital gap = 0.303 Eh

Computed, not measured: a single C20H31N5O4 molecule, with ωB97M-V/def2-TZVPD.

```
! RIJCOSX wB97M-V def2-TZVPD def2/J DEFGRID3
* xyz 0 1
C -0.474 1.851 1.751
N 0.460 0.855 1.244
C 0.080 0.179 0.007
C -0.459 -1.230 0.252
O -1.489 -1.218 1.232
C -1.049 -1.852 -1.004
N -2.172 -1.108 -1.530
C -2.029 -0.218 -2.549
O -0.951 -0.013 -3.090
C -3.251 0.501 -2.951
C -4.577 0.450 -2.473
N -5.358 1.291 -3.125
N -4.557 1.889 -4.024
C -5.120 2.828 -4.982
C -5.336 2.186 -6.336
C -6.370 1.043 -6.444
C -6.812 1.637 -7.799
C -6.159 2.972 -7.381
C -3.293 1.445 -3.956
C 1.710 0.792 1.789
O 2.025 1.445 2.771
C 2.729 -0.107 1.109
C 3.855 -0.515 2.064
C 3.366 -1.446 3.169
C 3.127 -2.854 2.640
C 4.429 -3.423 2.092
C 5.196 -2.477 1.188
O 6.043 -2.882 0.413
N 4.940 -1.147 1.322
H -0.099 2.236 2.694
H -0.572 2.675 1.039
H -1.459 1.408 1.896
H -0.703 0.777 -0.456
H 0.906 0.147 -0.704
H 0.356 -1.884 0.590
H -1.116 -0.878 2.053
H -0.291 -1.906 -1.784
H -1.378 -2.863 -0.763
H -3.052 -1.168 -1.049
H -5.001 -0.151 -1.683
H -6.067 3.158 -4.558
H -4.454 3.690 -5.055
H -4.378 1.876 -6.760
H -5.998 0.020 -6.426
H -7.144 1.148 -5.682
H -6.280 1.177 -8.632
H -7.877 1.645 -8.024
H -6.881 3.631 -6.893
H -5.617 3.542 -8.134
H -2.510 1.809 -4.600
H 2.277 -0.995 0.670
H 3.153 0.461 0.274
H 4.240 0.394 2.524
H 4.126 -1.484 3.954
H 2.469 -1.017 3.616
H 2.740 -3.498 3.431
H 2.365 -2.842 1.855
H 5.108 -3.661 2.916
H 4.285 -4.346 1.532
H 5.482 -0.570 0.696
*
```

HOMO energy = -9.39 eV
SMILES string = CN(C[C@@H](O)CNC(=O)c1cnn(CC2CCC2)c1)C(=O)C[C@H]1CCCC(=O)N1
orbital gap = 0.364 Eh